Entry 1:
The following is a DFT calculation (wB97M-V/def2-TZVPD) of C25H44Cl3N4O3SeSiTb as an isolated structure in a non-equilibrium geometry.

The gap between HOMO and LUMO (spin up / spin down) comes out at 4.773 / 4.776 eV. As for the expectation value of S²: 12.679. As for the spin multiplicity: 7. As for the energy above the lowest of the compared OMol25 structures with the same formula, charge and spin: 107.7 kcal/mol. The calculation puts the largest force on an atom at 0.090 Eh/bohr.

Geometry as XYZ:
```
82
Properties=species:S:1:pos:R:3:forces:R:3:lowdin_spin:R:1
C -1.6215 -2.2175 -4.5004 0.20 -0.14 0.37 0.00
C -1.2411 -3.0527 -3.2809 -0.69 -2.96 0.14 0.00
H -1.8023 -2.7752 -5.4246 -0.01 -0.12 0.28 0.00
H -0.7700 -1.5408 -4.6174 -0.28 -0.07 -0.47 0.00
H -2.4890 -1.5929 -4.2808 -0.12 -0.02 0.01 0.00
C -0.6699 -4.2973 -3.3624 -0.91 1.87 -0.02 0.00
C -0.2557 -4.8951 -4.6449 0.46 -0.38 -0.71 0.00
H -0.3302 -4.7676 -2.4625 -0.15 -0.32 0.40 0.00
H 0.1874 -4.1593 -5.3354 -0.08 -0.15 0.06 0.00
H -1.0896 -5.3746 -5.1675 0.08 -0.09 -0.17 0.00
H 0.5052 -5.6620 -4.4682 -0.04 -0.07 -0.17 0.00
Tb 0.6953 1.5061 -0.1852 -0.71 -2.30 1.10 6.11
Cl -1.9441 1.0087 -0.1159 -0.01 0.79 -0.27 -0.02
Cl 2.2036 3.4417 -0.7505 0.21 0.53 -0.01 -0.02
H 1.0718 4.4094 3.5918 -0.06 0.15 -0.25 0.00
H -1.3833 6.1775 2.9033 0.17 -0.03 -0.41 0.00
C 1.1324 4.7309 2.5424 0.23 0.80 0.19 0.00
C -1.0299 5.9180 1.8901 0.17 0.20 0.23 0.00
N -0.1939 4.7327 1.9254 0.10 -0.09 0.32 0.00
H 1.7862 4.0425 2.0082 -0.11 0.23 -0.02 0.00
C -0.6428 3.5691 1.5412 0.86 -1.46 0.31 0.00
O 0.1072 2.5426 1.6890 -1.26 1.32 -0.01 -0.02
H -1.8828 5.6779 1.2595 -0.08 0.26 -0.01 0.00
H -1.6463 3.4737 1.0892 0.34 0.04 0.14 0.00
H 1.5349 5.7527 2.4783 -0.10 -0.38 0.10 0.00
H -0.4574 6.7578 1.4676 -0.30 -0.29 0.12 0.00
H 1.7281 -1.2483 -3.5622 0.02 -0.06 0.23 0.00
H 2.4346 -3.9059 -2.3249 0.17 0.18 0.03 0.00
C 2.7172 -1.0979 -3.1174 -0.24 -0.54 0.18 0.00
C 3.2650 -3.2685 -1.9874 -0.28 0.21 -0.35 0.00
N 2.8237 -1.8811 -1.8680 0.14 0.79 0.56 0.00
H 2.8656 -0.0393 -2.9185 0.08 -0.08 0.10 0.00
C 2.5189 -1.3449 -0.6854 0.39 -1.35 -0.69 0.00
O 2.1003 -0.1856 -0.5466 0.38 0.66 0.02 -0.02
H 3.6188 -3.6093 -1.0201 0.09 -0.15 0.04 0.00
H 2.6706 -2.0098 0.2081 -0.19 0.54 -0.74 0.00
H 3.4843 -1.4790 -3.7946 0.00 0.17 0.06 0.00
H 4.0659 -3.3090 -2.7379 -0.13 -0.07 0.37 0.00
O -0.2661 -1.6334 -2.5227 3.16 2.80 1.87 0.00
C -1.2816 -2.3087 -1.9674 -0.55 -0.49 -1.05 0.00
C 0.1763 -3.5918 -0.2923 -0.14 -0.20 0.16 0.00
C -1.0597 -3.0489 -0.6456 -0.44 -0.04 -0.67 0.00
H 1.0513 -3.3350 -0.8941 -0.58 -0.29 0.11 0.00
C 0.2806 -4.4491 0.8090 -0.06 0.17 -0.11 0.00
H -2.2076 -1.7151 -1.8937 -0.26 0.07 0.40 0.00
C -2.1635 -3.2670 0.1855 0.07 -0.24 -0.19 0.00
H 1.2599 -4.8914 1.0418 -0.51 0.14 0.05 0.00
C -0.8559 -4.7424 1.5747 0.52 -0.18 -0.15 0.00
C -2.0733 -4.1396 1.2640 0.08 0.05 -0.05 0.00
H -3.0979 -2.7450 -0.0470 0.26 -0.33 0.03 0.00
H -0.7729 -5.4559 2.3984 -0.10 0.27 -0.20 0.00
H -2.9584 -4.3747 1.8480 0.10 0.10 0.04 0.00
Si -0.4096 2.8908 -3.6379 0.61 -0.26 0.40 0.00
Cl 0.1858 1.0547 -2.6092 -0.89 0.57 -2.64 -0.02
C 1.2120 3.6373 -4.2085 0.07 0.22 0.40 0.00
C -1.4631 3.9068 -2.4531 0.17 0.01 0.11 0.00
C -1.3345 2.6498 -5.2230 -0.32 -0.47 0.06 0.00
H 2.0814 2.9701 -4.0835 -0.43 0.25 0.00 0.00
H 1.4014 4.5574 -3.6340 0.15 -0.22 -0.32 0.00
H 1.0859 3.8667 -5.2742 0.19 0.12 0.22 0.00
H -0.6646 2.2412 -5.9922 -0.29 0.10 0.15 0.00
H -1.6159 3.6832 -5.4995 0.03 -0.38 -0.06 0.00
H -2.2394 2.0297 -5.1426 0.26 0.25 -0.10 0.00
H -1.5357 3.5494 -1.4085 0.12 0.02 -0.59 0.00
H -2.4845 3.9285 -2.8598 0.23 0.08 0.18 0.00
H -1.0412 4.9220 -2.4587 -0.24 -0.11 0.06 0.00
C -2.5023 0.2005 3.3312 -0.63 -0.31 -0.18 0.00
N -1.1474 0.4595 3.7483 0.86 -0.04 -0.30 0.00
C -0.7529 1.4349 4.6440 0.04 0.14 0.10 0.00
C 0.5976 1.5171 4.5833 -0.16 0.13 0.19 0.00
N 1.0194 0.5823 3.6588 -0.13 -0.13 -0.46 0.00
C 2.3563 0.4983 3.0979 0.27 0.02 0.36 0.00
C -0.0602 -0.0444 3.0896 -0.05 1.01 0.66 0.00
Se -0.0842 -1.1321 1.6282 0.42 -0.09 0.36 -0.01
H -2.7161 0.6991 2.3731 0.13 -0.19 0.30 0.00
H -3.1721 0.5695 4.1116 0.03 -0.11 -0.10 0.00
H -2.6413 -0.8823 3.1901 0.02 0.41 0.07 0.00
H -1.4809 1.9887 5.2296 0.32 -0.23 -0.11 0.00
H 1.2944 2.1667 5.1009 -0.21 -0.26 -0.05 0.00
H 2.5182 1.2613 2.3172 -0.10 -0.19 0.23 0.00
H 3.0894 0.6609 3.9031 -0.24 -0.05 -0.31 0.00
H 2.4955 -0.4949 2.6600 -0.08 0.23 0.11 0.00
```
Forces are in eV/Å.

Entry 2:
The following is a DFT calculation (wB97M-V/def2-TZVPD) of a 3-piece molecular cluster, C25H44FO8P2 overall.

The gap between HOMO and LUMO comes out at 5.860 eV. The charge is -1. As for the spin multiplicity: 1. The calculation puts the largest force on an atom at 0.016 Eh/bohr.

Geometry as XYZ:
```
80
Properties=species:S:1:pos:R:3:forces:R:3:mulliken_charge:R:1
C 0.4947 -3.9270 3.4526 -0.03 0.08 -0.09 -0.90
C 0.0399 -2.8311 2.4887 -0.05 -0.10 -0.22 0.38
O -1.0457 -3.3101 1.7234 -0.13 -0.13 0.16 -0.42
C -1.7874 -2.2865 1.0490 0.02 0.01 0.04 -0.64
C -1.2165 -1.8931 -0.2976 0.08 -0.02 0.10 -0.50
P -2.2529 -0.4785 -1.1155 0.31 -0.75 0.16 1.08
C -3.4757 -1.8288 -1.7960 -0.24 -0.07 -0.06 -0.56
C -4.5634 -1.4710 -2.8115 0.07 -0.13 -0.10 -1.57
C -1.2819 -0.3868 -2.7779 -0.23 -0.15 -0.13 -1.52
C 0.1575 -0.9057 -2.8509 0.16 0.07 -0.24 -0.03
C 0.2176 -2.3544 -3.3051 0.02 -0.10 -0.08 -0.65
F 1.2932 -3.0494 -2.7198 -0.02 0.16 -0.06 -0.38
C -1.1389 0.8992 -0.1827 0.17 0.11 0.24 -1.74
C 0.0393 1.5950 -0.7867 0.14 -0.10 0.23 1.34
C -0.1580 2.5668 -1.7703 0.13 0.09 -0.15 -0.38
C 0.8934 3.2332 -2.3795 0.04 0.01 0.04 -0.71
C 2.1983 2.9571 -1.9941 -0.03 -0.01 -0.11 -0.07
C 2.4143 2.0108 -1.0043 0.17 0.16 -0.02 -0.99
C 1.3719 1.3324 -0.3875 -0.30 0.03 -0.11 1.06
C 1.7317 0.3260 0.6727 0.08 -0.02 0.05 -1.81
P -3.7152 1.2616 -1.8342 -0.39 0.07 0.14 0.56
O -5.0633 1.2536 -1.1525 0.02 -0.02 -0.06 -0.77
H 1.5561 -4.1474 3.3475 0.01 0.02 0.07 0.36
H -0.0642 -4.8390 3.2441 -0.02 0.02 -0.01 0.35
H 0.3129 -3.6317 4.4853 0.00 -0.10 0.00 -0.15
H -0.2870 -1.9419 3.0421 0.11 0.07 0.00 0.29
H 0.8639 -2.5376 1.8274 0.00 0.09 0.03 -0.11
H -1.8391 -1.4116 1.7095 -0.11 0.01 -0.01 0.44
H -2.7973 -2.6870 0.9437 0.01 0.06 -0.01 0.06
H -1.1814 -2.7891 -0.9202 -0.02 0.04 -0.05 0.53
H -0.1835 -1.5855 -0.1286 0.03 0.08 -0.13 -0.51
H -3.1069 -0.3626 0.0637 0.05 0.12 -0.01 0.32
H -3.9693 -2.2402 -0.9080 0.06 0.01 0.01 0.20
H -2.8900 -2.6519 -2.2235 0.16 0.13 0.05 0.39
H -5.0278 -2.3791 -3.2150 -0.02 0.02 0.07 0.42
H -4.1517 -0.9336 -3.6717 -0.04 0.02 0.04 0.29
H -5.3491 -0.8624 -2.3655 0.03 0.09 -0.04 0.39
H -1.8825 -0.9510 -3.5045 0.00 0.08 0.05 0.76
H -1.3100 0.6400 -3.1467 0.03 0.08 0.17 0.52
H 0.7175 -0.2878 -3.5623 0.07 -0.05 0.09 0.52
H 0.6951 -0.8216 -1.9107 -0.10 -0.02 0.19 -0.36
H 0.3659 -2.4245 -4.3871 -0.06 -0.02 0.04 0.39
H -0.6898 -2.9004 -3.0421 0.04 0.03 0.08 0.21
H -0.8124 0.3774 0.7208 -0.19 -0.03 -0.08 0.07
H -1.8628 1.6434 0.1640 -0.04 0.00 -0.17 0.77
H -1.1663 2.8022 -2.0850 0.01 -0.03 0.05 0.08
H 0.6777 3.9567 -3.1573 0.04 -0.02 0.01 0.26
H 3.0389 3.4562 -2.4666 -0.07 -0.03 0.02 0.22
H 3.4306 1.7967 -0.6849 -0.02 0.00 -0.02 0.34
H 0.9872 0.2617 1.4651 0.01 -0.03 -0.02 0.29
H 2.6837 0.5978 1.1349 -0.02 -0.04 -0.03 0.54
H 1.8546 -0.6737 0.2440 -0.07 -0.01 0.04 0.25
H -3.1035 2.5312 -1.6371 0.08 0.08 -0.11 0.01
H -3.8319 1.3498 -3.2576 0.02 0.12 -0.04 0.01
C 3.9801 7.9213 -4.8792 -0.06 0.02 -0.10 -1.49
C 3.2433 6.6640 -4.5024 -0.03 -0.01 0.03 0.55
C 3.9199 5.3598 -4.8755 -0.01 -0.06 0.02 -0.51
O 2.8085 4.4862 -5.0811 0.00 -0.02 -0.11 -0.32
C 1.7336 5.2380 -5.4266 0.19 0.10 0.09 0.67
O 0.7061 4.8150 -5.8328 -0.10 -0.06 -0.08 -0.52
O 2.0126 6.5537 -5.2401 -0.02 0.06 0.05 -0.37
H 3.3897 8.8018 -4.6305 0.00 -0.01 0.03 0.36
H 4.9246 7.9744 -4.3370 0.01 0.00 0.01 0.38
H 4.1842 7.9369 -5.9504 0.02 -0.02 0.00 0.35
H 2.9866 6.6626 -3.4392 0.01 0.01 0.01 0.29
H 4.5601 4.9530 -4.0970 -0.05 -0.04 0.03 0.31
H 4.4791 5.4463 -5.8111 0.03 0.03 0.01 0.36
C -0.9250 -3.4069 9.5696 0.10 0.05 0.03 -1.47
C -0.4457 -3.7722 8.1904 -0.01 0.01 -0.05 0.50
C 0.1961 -5.1392 8.0479 0.02 0.00 0.00 -0.47
O 1.1294 -4.9315 6.9852 0.05 -0.09 0.05 -0.32
C 1.4565 -3.6163 6.9571 -0.11 0.02 0.05 0.66
O 2.3242 -3.1457 6.3033 0.15 0.02 0.02 -0.51
O 0.6409 -2.9189 7.7853 -0.06 0.05 -0.01 -0.36
H -1.3084 -2.3881 9.5852 -0.02 -0.01 -0.02 0.35
H -1.7255 -4.0815 9.8747 -0.01 -0.01 0.00 0.38
H -0.1077 -3.4770 10.2882 0.00 -0.03 0.00 0.35
H -1.2447 -3.6519 7.4535 -0.01 0.00 0.00 0.30
H -0.4958 -5.9308 7.7741 0.01 0.01 -0.07 0.30
H 0.7465 -5.4193 8.9504 -0.03 -0.02 0.02 0.31
```
Forces are in eV/Å.

Entry 3:
The following is a DFT calculation (wB97M-V/def2-TZVPD) of C25H44IrO2P2 as an isolated structure in a non-equilibrium geometry.

The gap between HOMO and LUMO (spin up / spin down) comes out at 7.790 / 5.209 eV. As for the expectation value of S²: 8.772. The charge is +2. As for the spin multiplicity: 6. As for the energy above the lowest of the compared OMol25 structures with the same formula, charge and spin: 42.2 kcal/mol. The calculation puts the largest force on an atom at 0.075 Eh/bohr.

Geometry as XYZ:
```
74
Properties=species:S:1:pos:R:3:forces:R:3:lowdin_spin:R:1
Ir 1.0927 0.1505 -0.6227 -1.19 1.25 -1.26 1.56
C -1.6072 -0.8270 0.7779 -0.06 -0.67 -0.08 0.27
C -1.3096 -2.1171 0.3012 -1.05 0.14 0.07 0.15
C 0.7515 -1.1155 0.8541 -2.54 -1.16 1.34 0.18
C -0.3828 -0.1361 1.1065 0.63 -2.14 1.45 0.28
C 0.0622 -2.3107 0.2961 0.73 0.49 0.66 0.30
C -2.9683 -0.4004 1.1996 -0.37 0.38 -0.24 0.04
H -3.7097 -0.5838 0.4100 0.10 0.03 0.15 0.01
H -3.0104 0.6613 1.4592 -0.01 -0.19 -0.03 0.00
H -3.3198 -0.9658 2.0790 0.25 0.10 -0.23 0.01
C -0.3749 0.7413 2.3121 0.12 0.90 -0.21 0.04
H -1.1769 1.4846 2.2531 0.17 -0.03 0.12 0.00
H 0.5818 1.2550 2.4220 -0.37 -0.09 0.13 0.00
H -0.5511 0.1478 3.2279 0.01 -0.04 -0.41 0.02
C 1.8917 -1.2725 1.8081 0.63 0.07 -0.17 0.05
H 1.5898 -1.8244 2.7066 0.00 0.01 -0.19 0.01
H 2.2668 -0.2919 2.1005 0.04 -0.23 0.12 0.00
H 2.7012 -1.8112 1.3071 0.07 -0.06 0.30 0.01
C 0.7644 -3.5643 -0.0234 0.43 -0.14 -0.32 0.05
H 0.6993 -4.2992 0.7947 -0.03 0.18 -0.19 0.02
H 1.8187 -3.3229 -0.1820 -0.02 -0.38 -0.03 0.00
H 0.3632 -4.0349 -0.9337 0.09 0.06 0.30 0.01
C -2.3187 -3.1960 0.0163 -0.01 0.05 -0.24 0.01
H -2.3778 -3.9153 0.8490 0.08 0.25 -0.19 0.01
H -2.0315 -3.7694 -0.8759 -0.10 0.09 0.20 0.00
H -3.3297 -2.7971 -0.1409 0.32 -0.08 0.04 0.00
C -0.5968 2.3538 -1.5297 0.07 0.33 0.30 0.04
C -1.7555 1.6571 -1.4766 1.37 -1.05 0.66 0.10
C -2.0617 0.4419 -2.3131 -0.92 0.26 -0.44 0.02
C -0.9852 -0.3063 -3.1209 -0.53 -0.28 -0.06 0.11
C 0.3842 -0.6597 -2.6057 1.31 0.24 -0.04 0.23
C 1.5524 0.1881 -2.6970 -0.55 -0.46 -0.22 0.16
C 1.5228 1.6689 -3.0453 0.58 0.29 -0.17 0.04
C 0.2597 2.5376 -2.7596 0.80 0.06 -0.39 0.08
H -2.8143 0.7155 -3.0874 -0.01 -0.22 0.60 0.00
H -0.8943 0.2451 -4.0845 0.28 -0.21 0.27 0.04
H -2.5595 -0.2638 -1.6170 0.21 0.25 -0.52 0.00
H -0.4115 2.5443 -3.6549 0.08 -0.07 0.66 0.03
H -0.3171 3.0308 -0.7135 -0.47 -0.09 -0.27 0.00
H -2.4344 1.7580 -0.6191 0.42 0.24 -0.30 0.00
H 0.6981 3.5549 -2.7496 -0.56 -0.30 0.12 0.00
H 2.3576 2.1247 -2.4805 -0.52 -0.24 -0.44 0.00
H 2.5166 -0.3431 -2.8585 -0.70 0.63 0.24 0.01
H 1.7857 1.8564 -4.1075 -0.04 -0.31 0.55 0.01
H -1.4708 -1.2528 -3.4155 0.17 0.32 0.02 0.01
H 0.6283 -1.7387 -2.6565 -0.24 0.63 0.22 0.02
P -0.4011 1.6887 -5.5495 0.81 1.16 -3.58 0.48
C -0.5827 3.4412 -6.0842 -0.42 0.23 0.97 0.06
C -1.5075 0.8895 -6.7540 -0.76 -0.32 0.73 0.07
P 1.9548 -0.3070 -5.5875 0.41 0.06 -2.52 0.01
C 1.2167 1.2771 -6.3155 -0.09 0.03 0.91 0.07
C 1.2637 -1.3497 -6.9654 -0.10 -0.22 0.26 0.00
C 3.5383 -0.0772 -6.5223 0.19 0.04 0.50 0.00
H 0.2402 4.0633 -5.6935 -0.37 -0.28 -0.14 0.00
H -1.5471 3.8242 -5.7067 0.40 0.06 -0.31 0.00
H -0.5767 3.4421 -7.1851 0.03 -0.02 0.38 0.01
H -1.2515 1.3550 -7.7178 -0.20 -0.21 0.28 0.02
H -2.5442 1.1213 -6.4671 0.20 -0.19 -0.38 0.00
H -1.3570 -0.1965 -6.7907 -0.12 0.35 -0.01 0.00
H 3.3243 0.2203 -7.5586 0.14 -0.11 0.29 0.00
H 4.0505 -1.0458 -6.5122 0.13 0.29 -0.07 0.00
H 4.1627 0.6828 -6.0368 0.02 -0.24 -0.17 0.00
H 1.9063 2.1416 -6.2126 -0.43 -0.53 0.00 0.00
H 0.9511 1.1011 -7.3813 0.31 0.29 0.61 0.02
H 1.9039 -2.2359 -7.0617 -0.35 0.08 0.00 0.00
H 1.3213 -0.7695 -7.8995 -0.06 -0.43 0.23 0.00
H 0.2303 -1.6541 -6.7708 0.22 -0.16 -0.14 0.00
C 3.2034 2.8401 1.7866 0.44 0.43 0.39 0.01
O 2.2550 1.8188 1.4115 0.16 0.03 -1.28 0.05
C 2.1502 1.7098 0.0526 1.96 2.19 -0.15 0.14
O 2.7235 2.5351 -0.6602 -0.89 -1.09 1.15 0.05
H 2.8772 3.8328 1.4454 0.06 -0.42 0.13 0.00
H 4.1819 2.6097 1.3444 -0.32 0.12 0.19 0.00
H 3.2548 2.8003 2.8738 -0.01 0.03 -0.12 0.00
```
Forces are in eV/Å.